ORCA calculation (ωB97M-V/def2-TZVPD) on a structure of composition C19H15BBr4N3O4Re.

```
! wB97M-V def2-TZVPD RIJCOSX def2/J DEFGRID3
* xyz -1 4
Re -0.12 -0.22 -0.72
Br 4.24 -1.80 -2.68
Br -1.12 -5.16 -0.96
Br 1.51 -6.83 -2.17
Br 4.23 -5.14 -3.02
O 1.57 -0.85 -1.59
O 0.76 -0.61 1.15
O -0.53 -2.17 -0.88
O -1.67 0.45 0.33
N 0.50 1.68 -0.20
N -0.18 2.06 1.00
N -0.97 0.16 -2.50
C -1.30 1.45 1.11
C -3.36 1.06 2.44
C -2.28 1.87 2.15
C -3.03 3.45 3.80
C 2.42 1.09 1.06
C 2.74 -2.85 -2.22
C 1.57 -4.95 -1.99
C 2.66 2.12 -1.24
C -4.28 1.43 3.42
C 0.47 -2.89 -1.35
C -2.12 3.08 2.83
C 2.71 -4.24 -2.36
C 1.63 -2.18 -1.74
C 1.86 1.66 -0.07
C 1.77 -0.01 1.65
C 2.34 -0.66 2.87
C -4.11 2.63 4.10
C -1.44 0.38 -3.54
C 0.45 -4.27 -1.49
B -2.08 0.68 -4.95
H -2.90 4.39 4.33
H -1.18 1.03 -5.67
H -4.82 2.92 4.86
H 2.24 3.03 -1.66
H 2.62 1.33 -2.01
H 3.45 1.28 1.35
H -2.90 1.56 -4.77
H -2.59 -0.35 -5.32
H 3.12 -0.05 3.33
H -3.48 0.13 1.90
H 1.53 -0.83 3.58
H -1.27 3.71 2.58
H 2.75 -1.63 2.61
H -5.12 0.79 3.64
H 3.70 2.26 -0.97
*
```

E	-315585.911	eV
HOMO (alpha / beta)	-4.94 / -5.55	eV
⟨S²⟩	3.77